{
  "formula": "H26O13",
  "method": "wB97M-V/def2-TZVPD",
  "species": ["H", "O", "H", "H", "O", "O", "O", "H", "H", "H", "O", "O", "O", "H", "H", "H", "H", "H", "H", "H", "O", "H", "H", "H", "H", "H", "H", "H", "H", "O", "O", "O", "H", "O", "H", "H", "H", "O", "H"],
  "positions_angstrom": [[3.255, 1.042, 2.259], [-1.168, 0.315, 3.762], [2.799, -3.174, 1.856], [-2.257, 0.304, -1.087], [0.731, -1.458, 3.087], [-4.118, -2.678, -0.388], [-0.768, 0.023, -0.174], [2.106, -2.463, -1.443], [-0.523, -2.059, -3.802], [3.901, 0.765, -0.490], [2.472, 2.910, -1.810], [2.506, -2.885, 0.984], [-1.127, -1.428, -3.441], [2.188, 1.071, 3.226], [1.550, -1.326, 2.705], [2.507, 2.542, -2.713], [-4.821, -3.286, -0.484], [2.458, -1.457, -2.387], [0.194, -0.297, -0.371], [-5.269, 2.511, -0.168], [-0.820, 4.314, -1.004], [-4.343, 2.149, 0.950], [-1.341, 1.163, 3.354], [1.910, -2.143, 1.197], [4.627, 0.307, -1.602], [-0.077, 4.910, -1.378], [-1.455, -1.959, -2.647], [-3.520, -2.656, -1.211], [-2.973, -0.925, -1.750], [-5.097, 1.755, 0.490], [2.459, 1.564, 2.471], [2.474, -2.445, -2.298], [-1.684, 4.733, -0.944], [-2.420, -0.612, -0.968], [-2.039, -0.023, 4.010], [-0.570, 0.863, 0.213], [3.391, 3.107, -1.684], [4.776, 0.437, -0.632], [0.785, -2.196, 3.762]],
  "forces_ev_per_angstrom": [[-0.14, 0.67, -0.35], [-0.35, -0.01, 0.36], [0.06, -0.18, -0.22], [0.00, 0.81, -0.72], [-2.61, -1.65, 2.19], [2.48, 1.19, -1.24], [6.64, -0.02, 1.15], [-0.62, -1.00, 2.02], [0.84, -0.50, -0.77], [-1.06, 0.64, 1.12], [-0.31, -0.65, -1.01], [-0.26, 0.67, 0.27], [-1.16, -1.00, 1.95], [-1.04, -0.32, 1.25], [2.77, 0.30, -0.68], [-0.49, 0.21, 0.48], [-0.89, -1.10, -0.68], [0.26, -1.23, -0.60], [-2.58, 0.74, 0.42], [0.03, -1.90, 1.28], [1.97, 0.53, -0.64], [-0.03, -0.47, 0.22], [-0.08, 0.19, -0.11], [0.09, -0.67, -0.35], [1.07, -0.27, 0.90], [-2.47, -1.20, 0.98], [0.61, 1.52, -1.25], [-1.84, -0.50, 2.11], [0.37, 1.31, 1.42], [-0.02, 2.39, -1.50], [1.17, -0.41, -0.91], [0.36, 2.15, -1.44], [0.48, 0.61, -0.33], [-4.78, -3.66, -3.24], [0.18, 0.08, -0.13], [0.41, 1.25, 0.84], [0.85, 0.42, 0.54], [-0.09, -0.28, -2.01], [0.20, 1.35, -1.33]],
  "multiplicity": 1,
  "e_lumo_ev": -0.1,
  "homo_energy_ev": -9.644,
  "total_charge": 0,
  "relative_energy_kj_mol": 623.7,
  "e_tot_ha": -993.5357
}